Entry from the Open Molecules 2025 dataset: a structure of composition C59H47AgFGeI3N2O2P3 at a distorted geometry (ωB97M-V/def2-TZVPD).

## Properties
* HOMO level: -5.0 eV
* total charge: -1
* HOMO-LUMO gap: 7.1492 eV

Structure (XYZ):
```
119
C59H47AgFGeI3N2O2P3 | the Open Molecules 2025 dataset | ωB97M-V/def2-TZVPD
Ag 0.55 0.52 1.00
F -2.57 -1.02 -4.29
Ge -1.46 -0.38 -3.10
C -2.89 0.63 -2.12
C -3.73 1.13 -3.12
C -4.87 1.89 -2.89
C -5.26 2.10 -1.58
C -4.44 1.68 -0.54
C -3.26 0.97 -0.79
P -2.14 0.73 0.69
C -2.39 2.35 1.49
C -2.22 3.49 0.70
C -2.26 4.77 1.29
C -2.46 4.88 2.66
C -2.65 3.75 3.42
C -2.57 2.50 2.86
C -3.19 -0.29 1.80
C -2.57 -0.84 2.95
C -3.28 -1.44 3.95
C -4.66 -1.48 3.93
C -5.29 -0.94 2.80
C -4.57 -0.36 1.77
C -0.43 0.86 -4.24
C -0.77 1.10 -5.57
C 0.03 1.90 -6.36
C 1.17 2.51 -5.81
C 1.51 2.27 -4.48
C 0.72 1.39 -3.71
P 1.02 1.21 -1.92
C 2.86 0.91 -2.05
C 3.59 1.21 -0.92
C 4.97 1.02 -0.86
C 5.67 0.53 -1.96
C 4.95 0.22 -3.11
C 3.56 0.43 -3.19
C 0.95 3.05 -1.74
C -0.22 3.70 -2.18
C -0.38 5.06 -2.02
C 0.63 5.80 -1.36
C 1.80 5.17 -0.97
C 1.94 3.83 -1.21
C -0.19 -1.92 -3.10
C -0.04 -2.30 -4.45
C 0.83 -3.36 -4.75
C 1.53 -4.03 -3.76
C 1.35 -3.65 -2.46
C 0.45 -2.65 -2.08
P 0.07 -2.26 -0.34
C -1.15 -3.65 -0.02
C -0.77 -4.97 -0.26
C -1.51 -5.99 0.27
C -2.64 -5.72 1.03
C -3.04 -4.41 1.24
C -2.33 -3.38 0.69
C 1.53 -2.85 0.57
C 2.77 -2.29 0.21
C 3.93 -2.67 0.86
C 3.85 -3.53 1.96
C 2.64 -4.05 2.34
C 1.48 -3.73 1.62
H -3.42 0.92 -4.16
H -5.48 2.26 -3.69
H -6.18 2.66 -1.35
H -4.72 1.93 0.45
H -2.04 3.43 -0.36
H -2.05 5.62 0.63
H -2.43 5.85 3.12
H -2.76 3.88 4.51
H -2.71 1.58 3.43
H -1.47 -0.88 3.05
H -2.72 -1.84 4.76
H -5.22 -1.88 4.76
H -6.34 -1.10 2.67
H -5.08 0.02 0.92
H -1.63 0.62 -6.03
H -0.15 2.15 -7.41
H 1.85 3.16 -6.39
H 2.38 2.76 -4.06
H 3.17 1.54 0.02
H 5.50 1.12 0.07
H 6.76 0.36 -2.00
H 5.48 -0.15 -4.03
H 3.02 0.19 -4.11
H -1.00 3.10 -2.65
H -1.27 5.60 -2.31
H 0.50 6.86 -1.16
H 2.58 5.72 -0.45
H 2.86 3.37 -0.86
H -0.51 -1.78 -5.28
H 0.87 -3.75 -5.81
H 2.24 -4.79 -4.07
H 1.89 -4.14 -1.67
H 0.13 -5.18 -0.82
H -1.24 -7.02 0.07
H -3.26 -6.52 1.45
H -3.88 -4.20 1.84
H -2.65 -2.36 0.87
H 2.88 -1.55 -0.59
H 4.88 -2.19 0.57
H 4.77 -3.80 2.48
H 2.62 -4.77 3.17
H 0.55 -4.23 1.95
I 3.35 3.72 4.85
I 5.13 3.85 7.01
I 1.75 3.43 2.45
C 1.41 -1.50 6.49
N 1.84 -1.23 5.13
C 3.11 -0.82 4.86
C 3.50 -0.45 3.62
C 2.46 -0.32 2.61
O 2.67 0.23 1.48
N 1.22 -0.70 2.92
C 0.85 -1.13 4.14
O -0.29 -1.46 4.44
H 0.57 -2.21 6.42
H 1.02 -0.62 6.97
H 2.24 -1.97 7.05
H 3.80 -0.74 5.72
H 4.50 -0.01 3.50
```

Löwdin atomic charge list, values in e, 99 entries: number 1, Ag, carries 0.526; number 2, F, carries -0.276; number 3, Ge, carries 0.920; number 4, C, carries -0.219; number 5, C, carries -0.128; number 6, C, carries -0.073; number 7, C, carries -0.069; number 8, C, carries -0.133; number 9, C, carries -0.340; number 10, P, carries 1.063; number 11, C, carries -0.390; number 12, C, carries -0.101; number 13, C, carries -0.070; number 14, C, carries -0.102; number 15, C, carries -0.095; number 16, C, carries -0.078; number 17, C, carries -0.389; number 18, C, carries -0.126; number 19, C, carries -0.088; number 20, C, carries -0.070; number 21, C, carries -0.075; number 22, C, carries -0.100; number 23, C, carries -0.292; number 24, C, carries -0.102; number 25, C, carries -0.084; number 26, C, carries -0.065; number 27, C, carries -0.092; number 28, C, carries -0.433; number 29, P, carries 1.084; number 30, C, carries -0.345; number 31, C, carries -0.163; number 32, C, carries -0.064; number 33, C, carries -0.096; number 34, C, carries -0.099; number 35, C, carries -0.080; number 36, C, carries -0.362; number 37, C, carries -0.114; number 38, C, carries -0.087; number 39, C, carries -0.083; number 40, C, carries -0.107; number 41, C, carries -0.153; number 42, C, carries -0.257; number 43, C, carries -0.106; number 44, C, carries -0.081; number 45, C, carries -0.087; number 46, C, carries -0.109; number 47, C, carries -0.379; number 48, P, carries 1.069; number 49, C, carries -0.325; number 50, C, carries -0.107; number 51, C, carries -0.092; number 52, C, carries -0.088; number 53, C, carries -0.087; number 54, C, carries -0.081; number 55, C, carries -0.401; number 56, C, carries -0.126; number 57, C, carries -0.080; number 58, C, carries -0.101; number 59, C, carries -0.085; number 60, C, carries -0.089; number 61, H, carries 0.089; number 62, H, carries 0.099; number 63, H, carries 0.113; number 64, H, carries 0.095; number 65, H, carries 0.077; number 66, H, carries 0.102; number 67, H, carries 0.098; number 68, H, carries 0.116; number 69, H, carries 0.103; number 70, H, carries 0.077; number 71, H, carries 0.093; number 72, H, carries 0.096; number 73, H, carries 0.090; number 74, H, carries 0.077; number 75, H, carries 0.095; number 76, H, carries 0.099; number 77, H, carries 0.107; number 78, H, carries 0.115; number 79, H, carries 0.046; number 80, H, carries 0.106; number 81, H, carries 0.105; number 82, H, carries 0.106; number 83, H, carries 0.101; number 84, H, carries 0.100; number 85, H, carries 0.101; number 86, H, carries 0.098; number 87, H, carries 0.111; number 88, H, carries 0.075; number 89, H, carries 0.093; number 90, H, carries 0.118; number 91, H, carries 0.103; number 92, H, carries 0.095; number 93, H, carries 0.096; number 94, H, carries 0.102; number 95, H, carries 0.104; number 96, H, carries 0.096; number 97, H, carries 0.065; number 98, H, carries 0.102; number 99, H, carries 0.116